{
  "formula": "C5H9FO",
  "method": "wB97M-V/def2-TZVPD",
  "de_lowest_ev": 2.8406,
  "lumo_ev": [0.753, -0.787],
  "spin_multiplicity": 3,
  "homo_energy_ha": [-0.1763, -0.3541],
  "s2": 2.01,
  "total_energy_ha": -370.76365,
  "symbols": ["C", "C", "C", "C", "C", "O", "F", "H", "H", "H", "H", "H", "H", "H", "H", "H"],
  "positions_angstrom": [[1.511232, -0.684116, -1.166774], [0.938216, 0.126710, -0.360549], [1.402715, 1.201341, 0.524170], [-1.428070, -1.342648, 0.432653], [-1.243556, 0.047076, -0.063058], [-1.571171, 0.952271, 0.845250], [-1.554144, 0.377404, -1.317638], [0.859084, -1.217871, -1.711307], [2.613379, -0.696118, -1.481862], [1.205148, 0.887893, 1.590198], [2.462819, 1.374785, 0.278974], [0.706065, 2.155016, 0.294133], [-2.247943, -1.385435, 1.138401], [-0.647779, -1.685312, 0.959421], [-1.581620, -1.979738, -0.514704], [-1.424374, 1.868736, 0.552698]],
  "forces_ev_per_angstrom": [[3.1, 1.1, 0.0], [3.8, 1.4, 0.5], [-2.3, 1.2, 0.3], [-2.9, 0.7, -4.1], [-2.9, -1.6, 1.3], [-0.5, 1.9, 0.9], [-0.1, 0.0, -0.7], [-1.9, -2.6, -2.3], [-1.3, 0.0, 0.7], [0.5, 0.7, -1.0], [-0.2, 0.3, 0.4], [2.0, -1.8, 0.7], [-0.8, -0.1, -0.1], [3.4, -1.3, 1.7], [0.1, 0.6, 1.7], [0.0, -0.5, 0.0]],
  "nbo_charge": [-0.554, 0.179, -0.722, -0.696, 0.622, -0.702, -0.343, 0.201, 0.193, 0.239, 0.228, 0.205, 0.220, 0.216, 0.225, 0.490]
}